[1]
C4H8O2 | ωB97M-V/def2-TZVPD

Calculated values
HOMO energy = -8.504 eV
Kohn-Sham gap = 0.3469 Ha

```
! wB97M-V def2-TZVPD RIJCOSX def2/J DEFGRID3
* xyz 0 1
O -0.255 0.058 -1.260
O -0.568 0.409 2.259
C -1.094 0.444 0.939
C -0.667 -0.963 1.998
C 0.093 0.565 -0.004
C 0.712 0.345 -2.237
H -1.298 -1.475 2.727
H 1.034 0.116 0.370
H 0.368 -0.099 -3.174
H 0.831 1.430 -2.375
H -1.386 -0.954 1.025
H 1.693 -0.081 -1.976
H 0.274 -1.454 1.746
H 0.263 1.659 -0.038
*
```

---

[2]
C4H8O2 | ωB97M-V/def2-TZVPD

Calculated values
SMILES string = O[C@H]1[C@H]2C[C@@H]12.O
HOMO energy = -9.918 eV
Kohn-Sham gap = 0.3969 Ha

```
! wB97M-V def2-TZVPD RIJCOSX def2/J DEFGRID3
* xyz 0 1
O -1.005 1.245 -0.444
O -0.414 -0.387 -2.699
C -0.700 0.666 0.807
C 1.095 -0.576 0.181
C 0.691 0.394 1.245
C -0.224 -0.731 0.874
H -0.306 -1.271 -2.330
H -0.503 2.065 -0.532
H 1.115 -0.263 -0.862
H 1.866 -1.294 0.455
H -1.400 0.974 1.584
H 1.161 0.599 2.197
H -0.790 0.127 -1.962
H -0.586 -1.547 1.485
*
```

---

[3]
C4H8O2 | ωB97M-V/def2-TZVPD

Calculated values
SMILES string = COCCC=O
HOMO energy = -9.747 eV
Kohn-Sham gap = 0.3941 Ha

```
! wB97M-V def2-TZVPD RIJCOSX def2/J DEFGRID3
* xyz 0 1
O -0.876 0.122 0.609
O 1.037 -1.472 -1.632
C 0.399 -0.446 -1.608
C 0.195 1.031 0.421
C 0.895 0.823 -0.947
C -0.549 -0.951 1.471
H 0.681 1.665 -1.615
H -0.222 2.041 0.480
H -1.373 -1.668 1.423
H 0.376 -1.454 1.151
H 1.980 0.741 -0.828
H -0.602 -0.380 -2.085
H -0.438 -0.611 2.515
H 0.927 0.929 1.235
*
```

---

[4]
C4H8O2 | ωB97M-V/def2-TZVPD

Calculated values
SMILES string = C=C/C=C\O.O
HOMO energy = -8.467 eV
Kohn-Sham gap = 0.3334 Ha

```
! wB97M-V def2-TZVPD RIJCOSX def2/J DEFGRID3
* xyz 0 1
O -1.553 -0.927 -1.445
O 3.067 -1.167 2.724
C -1.466 2.271 -0.049
C -0.256 -0.997 -0.918
C 0.011 0.118 -0.244
C -0.628 1.463 -0.785
H -0.344 1.517 -1.828
H -1.811 -1.847 -1.605
H 2.780 -2.010 2.837
H 3.581 -1.261 1.848
H -1.565 3.308 -0.005
H 0.652 0.181 0.628
H 0.311 -1.896 -1.032
H -1.677 1.630 0.899
*
```

---

[5]
C4H8O2 | ωB97M-V/def2-TZVPD

Calculated values
HOMO energy = -8.784 eV
Kohn-Sham gap = 0.3601 Ha

```
! wB97M-V def2-TZVPD RIJCOSX def2/J DEFGRID3
* xyz 0 1
O -0.213 0.590 1.292
O -0.098 1.610 -0.727
C 0.478 0.390 -1.125
C 0.224 -1.652 0.388
C -0.951 1.322 0.364
C 0.876 -0.436 0.089
H 1.817 -0.181 0.570
H -0.227 -0.196 -1.736
H 0.720 -2.380 1.022
H 1.362 0.622 -1.729
H -0.411 -0.656 1.163
H -1.285 2.281 0.770
H -0.473 -2.051 -0.347
H -1.820 0.738 0.008
*
```

---

[6]
C4H8O2 | ωB97M-V/def2-TZVPD

Calculated values
HOMO energy (alpha / beta) = -8.800 / -8.800 eV
Kohn-Sham gap (alpha / beta) = 0.3234 / 0.3234 Ha

```
! wB97M-V def2-TZVPD RIJCOSX def2/J DEFGRID3
* xyz 0 1
O -1.288 1.217 -0.173
O 0.169 -1.091 0.321
C -1.546 -0.686 1.066
C 0.471 -0.435 -0.751
C 1.797 0.304 -0.758
C -1.361 0.683 1.002
H 1.950 0.792 0.210
H 1.844 1.054 -1.553
H 2.618 -0.407 -0.909
H -2.086 -1.187 0.271
H -1.480 -1.208 2.015
H 0.135 -0.878 -1.706
H -0.985 1.248 1.860
H -0.420 0.605 -0.719
*
```

---

Relative energy (zero: lowest compared OMol25 entry of this formula, charge and spin)
In order: 564.9 276.4 175.0 405.3 408.2 407.7
Unit: kJ/mol